The following is a quantum chemistry calculation of a 2-piece molecular cluster, C2H5O2S overall at a distorted geometry, from OMol25.

For the frontier orbital gap, the calculation gives 8.05 eV.

ORCA input file:
```
! RIJCOSX wB97M-V def2-TZVPD def2/J DEFGRID3
* xyz -1 1
C 2.163 0.205 0.294
S 0.631 1.177 0.245
H 2.517 0.035 1.324
H 2.216 -0.777 -0.181
H 2.887 0.884 -0.153
O -2.848 0.365 -1.386
C -2.474 -0.412 -0.535
O -1.890 -0.229 0.597
H -2.646 -1.527 -0.682
H -0.556 0.278 0.476
*
```


The following is a quantum chemistry calculation of a 2-piece molecular cluster, C2H5O3 overall at a distorted geometry, from OMol25.

For the frontier orbital gap, the calculation gives 9.00 eV.

ORCA input file:
```
! RIJCOSX wB97M-V def2-TZVPD def2/J DEFGRID3
* xyz -1 1
C -0.789 -1.171 0.687
O -1.311 0.086 0.669
H -0.433 -1.457 -0.340
H 0.125 -1.192 1.431
H -1.506 -1.934 1.057
H -0.723 0.738 0.324
O 1.334 0.017 -0.977
C 1.147 1.272 -0.963
O 0.285 1.874 -0.195
H 1.871 1.767 -1.693
*
```


The following is a quantum chemistry calculation of C2H5O3PS as an isolated structure at a distorted geometry, from OMol25.

For the frontier orbital gap, the calculation gives 10.80 eV.

ORCA input file:
```
! RIJCOSX wB97M-V def2-TZVPD def2/J DEFGRID3
* xyz 0 1
C 1.181 0.720 -0.105
C 0.431 -0.766 -0.629
O -0.689 -0.796 1.652
O -2.157 -1.683 -0.180
O -1.473 0.665 -0.235
P -0.323 1.868 0.084
S -1.123 -0.767 0.288
H 1.645 0.528 0.785
H 1.783 1.077 -0.966
H 0.133 -0.757 -1.742
H 1.030 -1.633 -0.508
H -0.437 1.543 1.557
*
```


The following is a quantum chemistry calculation of a 2-piece molecular cluster, C2H5O3S overall at a distorted geometry, from OMol25.

For the frontier orbital gap (alpha / beta), the calculation gives 5.99 / 5.99 eV.

ORCA input file:
```
! RIJCOSX wB97M-V def2-TZVPD def2/J DEFGRID3
* xyz -1 1
C 0.834 -0.171 0.010
C -0.549 0.245 -0.419
O -2.909 0.432 1.250
O -1.003 1.396 -0.236
O -1.951 -1.417 2.790
S -2.095 -1.028 1.330
H 1.564 0.128 -0.750
H 1.092 0.326 0.942
H 0.886 -1.248 0.140
H -1.034 -0.428 -1.140
H -2.311 1.078 0.803
*
```


The following is a quantum chemistry calculation of an isolated ion of composition C2H5O4P2 and charge -1 at a distorted geometry, from OMol25.

The SMILES is [O-]/C(=C\PO)OPO. For the frontier orbital gap, the calculation gives 6.80 eV.

ORCA input file:
```
! RIJCOSX wB97M-V def2-TZVPD def2/J DEFGRID3
* xyz -1 1
C 0.317 -0.273 -0.369
C 0.932 0.974 -0.142
O -0.136 -0.965 0.810
O -0.051 -0.787 -1.464
O -0.808 -2.412 2.528
O 1.581 0.630 -2.703
P -0.943 -2.436 0.900
P 1.688 1.812 -1.586
H 1.442 1.337 0.727
H -0.620 -1.553 2.879
H 0.782 -0.064 -2.540
H -2.455 -1.999 0.796
H 0.509 2.719 -1.928
*
```


The following is a quantum chemistry calculation of one molecule with the formula C2H5OP at a distorted geometry, from OMol25.

The SMILES is O[C@@H]1CP1. For the frontier orbital gap, the calculation gives 9.72 eV.

ORCA input file:
```
! RIJCOSX wB97M-V def2-TZVPD def2/J DEFGRID3
* xyz 0 1
C 0.329 -0.732 -0.060
C -0.012 0.639 -0.525
O -0.928 1.401 0.041
P 1.803 0.365 0.021
H -0.009 -1.051 0.873
H 0.456 -1.450 -0.764
H 0.057 0.796 -1.520
H -0.806 1.360 0.986
H 1.482 0.858 1.395
*
```


Energy above the lowest of the compared OMol25 structures with the same formula, charge and spin, respectively: 17.9; 29.1; 65.6; 25.5; 53.1; 35.7 kcal per mole.